ORCA calculation (ωB97M-V/def2-TZVPD) on a cluster of 7 separate species, C32H74Cl4O15 in total in a non-equilibrium geometry.

The calculated total energy comes out at -115175.5011 eV. The multiplicity is 1.

Atoms and positions in Å:
C (-7.408, 0.962, -0.118)
O (-7.185, -0.395, -0.559)
C (-5.926, -0.634, -1.136)
C (-4.746, -0.584, -0.072)
O (-4.741, -1.676, 0.842)
C (-3.564, -1.930, 1.574)
C (-3.542, -1.272, 2.963)
O (-3.542, 0.129, 2.732)
C (-3.759, 0.841, 3.908)
H (-7.298, 1.725, -0.890)
H (-6.783, 1.249, 0.727)
H (-8.390, 1.012, 0.353)
H (-5.626, 0.016, -1.957)
H (-6.018, -1.670, -1.463)
H (-4.751, 0.340, 0.506)
H (-3.774, -0.421, -0.539)
H (-2.673, -1.721, 0.981)
H (-3.550, -3.008, 1.732)
H (-2.596, -1.497, 3.455)
H (-4.411, -1.525, 3.570)
H (-4.778, 0.624, 4.230)
H (-3.640, 1.890, 3.636)
H (-3.087, 0.406, 4.647)
C (1.592, 8.156, -1.999)
O (0.254, 7.670, -2.348)
C (0.031, 7.591, -3.715)
C (-1.334, 6.938, -3.977)
O (-1.354, 5.497, -3.923)
C (-1.118, 4.841, -2.625)
C (-1.836, 3.528, -2.579)
O (-1.395, 2.576, -3.517)
C (-2.093, 1.340, -3.445)
H (2.440, 7.499, -2.193)
H (1.469, 8.455, -0.958)
H (1.859, 9.108, -2.459)
H (0.829, 6.963, -4.112)
H (0.181, 8.583, -4.141)
H (-1.681, 7.285, -4.950)
H (-2.041, 7.313, -3.237)
H (-1.417, 5.527, -1.833)
H (-0.054, 4.615, -2.548)
H (-2.913, 3.695, -2.627)
H (-1.618, 3.084, -1.608)
H (-3.178, 1.450, -3.434)
H (-1.816, 0.803, -2.538)
H (-1.904, 0.744, -4.337)
C (7.388, 0.447, -0.021)
O (6.461, 0.766, -1.100)
C (5.707, 1.961, -1.103)
C (4.398, 1.778, -0.283)
O (3.410, 1.132, -1.088)
C (2.699, 1.934, -2.082)
C (1.724, 1.116, -2.998)
O (2.434, 0.172, -3.816)
C (1.639, -0.763, -4.563)
H (8.052, -0.341, -0.376)
H (6.933, 0.074, 0.897)
H (8.021, 1.322, 0.122)
H (5.598, 2.181, -2.164)
H (6.273, 2.817, -0.734)
H (4.001, 2.734, 0.058)
H (4.559, 1.231, 0.647)
H (3.280, 2.540, -2.778)
H (2.061, 2.687, -1.621)
H (1.057, 1.755, -3.576)
H (1.096, 0.583, -2.284)
H (0.830, -1.099, -3.916)
H (2.346, -1.532, -4.876)
H (1.218, -0.306, -5.459)
C (4.446, 3.334, 3.415)
O (4.355, 1.945, 2.951)
C (3.610, 1.072, 3.875)
C (3.346, -0.269, 3.080)
O (4.606, -0.839, 2.763)
C (4.548, -2.180, 2.147)
C (5.980, -2.717, 2.241)
O (6.239, -2.882, 3.623)
C (7.608, -3.185, 3.922)
H (3.523, 3.892, 3.570)
H (5.029, 3.785, 2.611)
H (5.105, 3.525, 4.261)
H (2.654, 1.537, 4.115)
H (4.128, 0.887, 4.816)
H (2.922, -0.032, 2.104)
H (2.713, -0.964, 3.632)
H (4.258, -2.033, 1.106)
H (3.875, -2.858, 2.670)
H (6.609, -1.979, 1.744)
H (6.142, -3.638, 1.681)
H (7.823, -4.189, 3.558)
H (7.662, -3.132, 5.009)
H (8.278, -2.466, 3.450)
C (-7.129, -6.243, -0.454)
O (-5.974, -5.848, -1.132)
C (-5.594, -4.470, -0.922)
C (-4.062, -4.223, -1.162)
O (-3.307, -5.053, -0.251)
C (-1.894, -5.031, -0.563)
C (-1.080, -5.922, 0.334)
O (-1.128, -5.483, 1.703)
C (-0.316, -6.308, 2.609)
H (-8.010, -5.758, -0.873)
H (-7.041, -6.040, 0.613)
H (-7.265, -7.312, -0.618)
H (-5.898, -4.256, 0.103)
H (-6.239, -3.878, -1.570)
H (-3.820, -3.171, -1.315)
H (-3.869, -4.718, -2.114)
H (-1.437, -4.042, -0.530)
H (-1.712, -5.418, -1.566)
H (-0.045, -5.704, 0.071)
H (-1.303, -6.982, 0.216)
H (-0.769, -7.297, 2.668)
H (-0.414, -5.818, 3.577)
H (0.747, -6.386, 2.377)
Cl (0.317, 2.195, 0.992)
C (-0.946, 1.370, 1.995)
Cl (-0.195, 0.588, 3.398)
H (-1.683, 2.141, 2.220)
H (-1.482, 0.658, 1.368)
Cl (-0.736, -1.143, -0.738)
C (0.886, -1.414, -0.112)
Cl (0.825, -2.852, 0.971)
H (1.579, -1.595, -0.933)
H (1.240, -0.511, 0.386)

Force components x, y, z for each atom (eV/Å):
C 0.00 -0.70 0.73
O -0.33 1.63 0.06
C 1.44 -0.95 2.13
C -0.29 0.72 0.15
O -0.66 0.06 -0.75
C -0.28 -0.62 0.69
C 0.36 0.75 -1.61
O 0.03 -0.14 -1.01
C -0.35 -0.63 -0.23
H -0.07 -0.21 -0.32
H 0.64 -0.17 -0.11
H -0.28 -0.20 -0.62
H -0.38 0.28 -0.16
H 0.28 0.09 -0.34
H -0.75 0.28 0.16
H 0.32 -0.82 -0.70
H 0.10 0.40 0.14
H 0.03 -0.19 0.02
H 0.01 -0.50 0.34
H -0.05 -0.35 0.01
H -0.28 0.38 0.34
H 0.15 0.02 0.65
H 0.27 0.81 0.52
C -1.58 0.63 0.40
O 1.64 0.53 1.45
C 0.36 -0.83 -0.27
C 0.48 -0.25 0.69
O 0.16 0.19 0.32
C 0.46 0.82 -1.95
C -0.42 -0.51 0.72
O -0.13 0.07 -0.94
C -0.09 0.33 0.09
H -0.38 -0.58 0.11
H 0.43 -0.60 0.17
H -0.40 0.12 -0.70
H -0.01 -0.28 -0.63
H -0.53 0.21 -0.42
H -0.06 -0.58 -0.15
H -0.07 0.23 0.18
H -0.09 -0.26 0.21
H 0.24 0.30 0.12
H -0.27 -0.09 -0.28
H -0.13 0.17 0.63
H -0.24 0.44 0.12
H 0.15 -0.21 0.05
H 0.51 0.12 0.10
C -0.46 0.79 -1.23
O 0.91 -1.12 0.42
C 0.11 -0.47 1.13
C 0.00 0.96 -1.62
O -1.14 0.01 -1.06
C -0.35 -0.34 -0.58
C 1.05 -1.10 1.11
O -0.06 0.53 0.12
C 0.57 1.16 0.72
H -0.22 -0.05 -0.32
H -0.36 0.43 0.07
H -0.02 0.10 0.53
H -0.77 -0.09 0.04
H 0.31 0.07 0.51
H 0.01 0.43 -0.09
H 0.10 -0.44 -0.35
H 1.06 -0.29 0.21
H -0.19 -0.02 0.62
H 0.24 0.38 -0.09
H -0.40 -0.40 -0.02
H -0.08 -0.54 -0.13
H -0.34 -0.21 0.18
H -0.14 0.16 -0.08
C 1.16 -0.81 -1.20
O -0.97 0.67 2.24
C 0.02 -0.52 -1.97
C 1.27 1.14 -0.08
O 0.09 -1.56 0.17
C 0.91 1.37 0.49
C -0.81 0.49 0.28
O 0.70 0.08 -0.36
C -1.24 0.06 -0.16
H -0.37 -0.50 -0.17
H -0.39 0.31 -0.24
H -0.16 -0.73 0.56
H -0.18 0.04 -0.09
H 0.41 -0.03 -0.14
H -0.80 0.31 0.09
H -0.12 0.02 0.16
H -0.17 -0.28 -0.15
H -0.24 0.19 0.10
H 0.44 0.27 0.35
H -0.31 -0.38 -0.01
H 0.31 -0.14 0.08
H 0.31 -0.09 -0.13
H 0.11 0.10 0.06
C -0.04 0.01 -0.25
O 1.38 0.35 -0.54
C 0.08 -0.76 0.66
C -1.42 -2.73 -0.66
O 0.86 1.52 0.02
C -0.74 -0.34 0.33
C 0.62 0.80 1.21
O 0.52 -0.96 0.47
C -1.52 0.90 -0.51
H -0.26 0.27 0.15
H -0.16 0.02 0.19
H 0.19 -0.01 0.09
H 0.36 0.48 0.22
H 0.31 0.43 -0.24
H 0.24 0.13 0.88
H -0.07 0.27 -0.64
H -0.45 0.37 0.16
H -0.23 -0.03 -0.41
H 0.28 -0.52 -0.70
H -0.16 -0.10 0.14
H 0.15 -0.17 0.00
H 0.02 -0.08 -0.03
H 0.02 0.16 -0.50
Cl -0.37 -0.37 0.23
C 0.02 0.43 -0.86
Cl -0.50 0.22 -0.33
H 0.39 -0.11 0.66
H 0.52 -0.22 0.20
Cl -0.13 0.28 -0.34
C 0.51 -0.32 0.12
Cl 0.32 0.69 -0.24
H -0.25 -0.26 0.03
H -0.26 -0.24 0.36